This record from the OMol25 dataset describes a molecular structure, C22H24Cl5LiNO5Sb. The level of theory is wB97M-V/def2-TZVPD.

The geometry in ORCA input format:
```
! RIJCOSX wB97M-V def2-TZVPD def2/J DEFGRID3
* xyz -2 1
Li -1.59 -0.48 1.44
O -6.25 -2.35 -2.19
C -5.15 -1.89 -1.51
C -5.30 -0.91 -0.52
C -4.16 -0.60 0.18
N -2.96 -1.09 -0.07
C -2.84 -1.93 -1.12
C -3.91 -2.35 -1.90
C -1.42 -2.32 -1.58
O -1.36 -3.03 -2.57
O -0.43 -1.81 -0.99
C -4.19 0.30 1.39
O -5.33 0.66 1.81
O -3.09 0.60 1.87
H -7.05 -1.93 -1.81
H -6.21 -0.48 -0.23
H -3.72 -3.00 -2.72
Cl -1.18 -3.82 2.45
C 0.11 -2.83 3.08
C 0.00 -1.43 2.96
C 0.81 -0.65 3.73
Cl 0.51 1.10 3.79
C 1.81 -1.17 4.54
Cl 2.82 -0.16 5.58
C 2.01 -2.53 4.59
Cl 3.23 -3.27 5.62
C 1.17 -3.38 3.80
Cl 1.38 -5.04 3.83
C 2.71 3.24 -0.35
C 1.48 2.76 0.40
C 0.41 3.83 0.28
Sb 0.59 0.82 -0.36
C 2.47 -0.31 -0.08
C 3.24 0.06 1.13
C 3.31 -0.29 -1.37
C 0.42 1.37 -2.52
C 1.58 1.67 -3.46
C -0.68 0.55 -3.22
H 3.00 4.23 0.03
H 2.55 3.41 -1.42
H 3.56 2.55 -0.30
H 1.72 2.48 1.45
H 0.03 3.86 -0.76
H 0.81 4.77 0.63
H -0.48 3.57 0.89
H 2.07 -1.36 0.03
H 3.78 1.03 0.94
H 3.95 -0.81 1.40
H 2.55 0.24 2.02
H 3.75 0.70 -1.48
H 2.70 -0.50 -2.27
H 4.18 -0.97 -1.34
H -0.05 2.35 -2.40
H 2.09 0.78 -3.88
H 2.24 2.40 -2.97
H 1.18 2.19 -4.31
H -0.28 -0.44 -3.54
H -1.08 1.11 -4.10
H -1.49 0.50 -2.52
*
```

Values from the calculation:
**E**: -3832.5343 Ha
**Highest occupied orbital energy**: -2.531 eV
**ΔE to the lowest compared entry with this formula, charge and spin**: 12.0 kcal per mole
**HOMO-LUMO gap**: 6.71 eV

natural (NBO) atomic charge list, values in e, 4 entries: Li 0.83; O -0.68; C 0.33; C -0.33

=====

This record from the OMol25 dataset describes a molecular structure, C24H37Cl2FN3OOsS2. The level of theory is wB97M-V/def2-TZVPD.

The geometry in ORCA input format:
```
! RIJCOSX wB97M-V def2-TZVPD def2/J DEFGRID3
* xyz 3 5
Os 0.38 -0.51 0.08
C 3.78 0.69 -2.53
C 3.21 -0.72 -2.27
C 1.69 -0.74 -2.50
C 3.66 -1.28 -0.93
C 4.61 -2.29 -0.93
C 5.09 -2.83 0.26
C 4.64 -2.34 1.48
C 3.69 -1.33 1.54
C 3.19 -0.83 2.88
C 4.33 -0.17 3.68
C 2.57 -1.98 3.69
C 3.22 -0.80 0.32
N 2.25 0.22 0.33
C 2.49 1.53 0.52
C 3.77 2.10 0.75
C 3.89 3.46 0.90
C 2.77 4.29 0.80
C 1.49 3.76 0.54
C 1.40 2.41 0.42
F 0.19 1.78 0.15
H 3.71 0.91 -3.60
H 4.84 0.73 -2.26
H 3.24 1.46 -1.99
H 3.64 -1.37 -3.03
H 1.16 0.00 -1.87
H 1.28 -1.74 -2.34
H 1.47 -0.44 -3.53
H 5.00 -2.66 -1.87
H 5.81 -3.64 0.23
H 5.04 -2.76 2.40
H 2.42 -0.08 2.71
H 5.13 -0.88 3.88
H 3.95 0.19 4.63
H 4.76 0.67 3.13
H 3.32 -2.74 3.93
H 1.76 -2.44 3.13
H 2.18 -1.60 4.64
H 4.64 1.45 0.78
H 4.86 3.89 1.10
H 2.88 5.36 0.90
H 0.63 4.40 0.43
N -3.47 -1.30 0.94
C -3.27 -1.15 -0.35
N -4.25 -1.31 -1.21
S -1.72 -0.78 -1.04
H -4.39 -1.49 1.31
H -2.73 -1.13 1.60
H -5.21 -1.48 -0.92
H -4.09 -1.18 -2.20
C -0.38 -4.17 -2.54
C 0.51 -4.63 -1.39
S 0.03 -3.87 0.19
O 0.85 -2.53 0.22
C 1.01 -4.89 1.36
C 0.12 -5.35 2.50
H -0.01 -4.57 -3.48
H -0.39 -3.08 -2.62
H -1.40 -4.52 -2.40
H 1.56 -4.37 -1.54
H 0.42 -5.70 -1.24
H 1.82 -4.23 1.68
H 1.42 -5.73 0.81
H -0.30 -4.51 3.05
H 0.71 -5.95 3.20
H -0.70 -5.97 2.14
Cl -0.96 2.41 3.24
C -0.54 0.83 3.89
Cl -0.67 -0.44 2.63
H -1.22 0.56 4.68
H 0.49 0.84 4.24
*
```

Values from the calculation:
**E**: -3082.4843 Ha
**Highest occupied orbital energy (alpha / beta)**: -16.936 / -16.925 eV
**ΔE to the lowest compared entry with this formula, charge and spin**: 19.6 kcal per mole
**HOMO-LUMO gap (alpha / beta)**: 6.80 / 5.63 eV

Mulliken atomic charge list, values in e, 4 entries: Os 2.80; C -1.51; C 0.33; C -1.04

=====

This record from the OMol25 dataset describes a molecular structure, C34H70AsN2O4PS2SbSi3W. The level of theory is wB97M-V/def2-TZVPD.

The geometry in ORCA input format:
```
! RIJCOSX wB97M-V def2-TZVPD def2/J DEFGRID3
* xyz 2 2
W 0.94 0.37 0.15
C 4.13 -2.80 0.43
C 3.04 -1.97 1.02
O 2.23 -1.35 0.22
C 2.89 -1.86 2.38
C 2.08 -0.86 2.95
C 2.18 -0.61 4.42
N 1.31 -0.10 2.18
N 0.98 1.11 2.87
C 0.79 2.16 2.14
O 0.59 2.11 0.83
C 0.74 3.46 2.84
C 1.21 3.56 4.15
C 1.15 4.78 4.81
C 0.65 5.90 4.17
C 0.20 5.81 2.86
C 0.24 4.59 2.19
H 5.09 -2.31 0.61
H 4.01 -2.92 -0.64
H 4.17 -3.77 0.91
H 3.53 -2.43 3.03
H 2.59 -1.48 4.91
H 1.21 -0.35 4.83
H 2.84 0.24 4.60
H 1.61 2.69 4.65
H 1.52 4.85 5.83
H 0.59 6.84 4.69
H -0.18 6.68 2.35
H -0.13 4.51 1.18
C 1.91 2.67 -5.54
C 2.15 3.26 -4.17
O 2.48 2.16 -3.26
P 2.03 1.94 -1.76
S 3.19 1.29 0.22
S 0.01 1.43 -1.80
O 1.74 3.43 -1.24
C 2.72 4.35 -0.69
C 2.99 5.50 -1.63
H 1.78 3.49 -6.25
H 1.02 2.05 -5.55
H 2.77 2.08 -5.84
H 1.28 3.79 -3.79
H 3.01 3.93 -4.17
H 3.64 3.81 -0.45
H 2.28 4.71 0.25
H 3.58 5.17 -2.49
H 3.54 6.27 -1.10
H 2.05 5.92 -1.99
C -2.05 1.09 4.31
C -2.72 1.45 3.00
C -2.85 2.95 2.83
Sb -1.65 0.43 1.31
C -2.38 -1.62 1.81
C -1.26 -2.31 2.60
C -3.69 -1.69 2.57
C -3.05 0.91 -0.37
C -4.49 0.50 -0.07
C -2.99 2.40 -0.72
H -2.63 1.50 5.14
H -1.04 1.52 4.37
H -1.98 0.01 4.45
H -3.71 0.98 2.94
H -1.88 3.44 2.89
H -3.47 3.34 3.64
H -3.33 3.22 1.89
H -2.47 -2.10 0.83
H -1.11 -1.83 3.57
H -0.31 -2.28 2.05
H -1.52 -3.35 2.78
H -3.61 -1.24 3.56
H -3.97 -2.73 2.71
H -4.50 -1.19 2.05
H -2.67 0.32 -1.20
H -4.87 1.00 0.82
H -4.57 -0.58 0.07
H -5.13 0.78 -0.91
H -3.67 2.98 -0.09
H -3.30 2.55 -1.76
H -1.99 2.83 -0.62
C 0.03 -5.60 -1.64
Si -0.42 -4.21 -0.40
C 0.86 -4.44 1.00
C -2.07 -4.85 0.33
As -0.24 -1.43 -0.90
Si 1.80 -1.22 -2.31
C 3.62 -0.62 -2.38
C 2.10 -3.11 -2.48
C 1.13 -0.82 -4.06
Si -1.99 -2.23 -2.75
C -2.37 -0.64 -3.72
C -3.57 -2.78 -1.85
C -1.40 -3.61 -3.91
H 0.21 -6.48 -1.02
H 0.93 -5.42 -2.22
H -0.77 -5.85 -2.32
H 1.44 -5.34 0.83
H 0.37 -4.56 1.97
H 1.55 -3.61 1.09
H -2.62 -5.43 -0.41
H -2.73 -4.08 0.73
H -1.82 -5.53 1.14
H 4.19 -1.39 -2.90
H 4.08 -0.46 -1.41
H 3.73 0.30 -2.96
H 2.12 -3.63 -1.52
H 3.01 -3.32 -3.02
H 1.26 -3.51 -3.05
H 0.65 0.15 -4.15
H 0.41 -1.58 -4.38
H 1.97 -0.83 -4.75
H -3.39 -0.30 -3.52
H -2.29 -0.81 -4.79
H -1.69 0.17 -3.46
H -4.42 -2.65 -2.52
H -3.55 -3.82 -1.56
H -3.75 -2.18 -0.96
H -0.39 -3.94 -3.72
H -1.45 -3.27 -4.95
H -2.06 -4.47 -3.83
*
```

Values from the calculation:
**E**: -6296.7942 Ha
**Highest occupied orbital energy (alpha / beta)**: -12.852 / -12.919 eV
**ΔE to the lowest compared entry with this formula, charge and spin**: 140.4 kcal per mole
**HOMO-LUMO gap (alpha / beta)**: 5.69 / 5.84 eV

Mulliken atomic charge list, values in e, 4 entries: W 0.03; C -1.97; C -0.79; O -0.12